C20H46BrClN21O13PS | ωB97M-V/def2-TZVPD

```
104
Properties=species:S:1:pos:R:3
O -2.37494 -0.81928 1.05104
C -1.89489 0.23431 1.29965
Br -2.32051 1.78829 0.19813
C -0.90150 0.52610 2.42816
C 0.21621 1.42998 1.90966
C 1.21202 0.98990 1.00652
P 1.29779 -0.74933 0.40503
S 1.89306 -0.88966 -1.42630
C 2.19467 1.83476 0.50778
C 2.23472 3.16115 0.91298
C 1.29147 3.61031 1.80225
C 0.30398 2.75462 2.30940
C -0.53686 3.53443 3.26253
O -1.52075 3.24584 3.87712
N 0.07751 4.85450 3.40382
Cl 1.03933 4.67844 4.87742
C 1.10552 4.97204 2.37320
O 1.65189 6.00181 2.12493
H -1.45398 1.01116 3.23386
H -0.47261 -0.39272 2.82442
H 2.18127 -1.37338 1.31391
H 0.06723 -1.37359 0.62781
H 2.91672 1.43966 -0.20166
H 2.99319 3.84645 0.55513
N -0.14113 -5.64540 -1.29241
C -0.08797 -4.31769 -1.61353
N -0.79749 -3.96403 -2.72565
O 0.53807 -3.50437 -0.95439
H -0.65934 -6.32184 -1.82080
H 0.36242 -5.94054 -0.47731
H -0.77737 -2.99597 -2.99038
H -1.33338 -4.61611 -3.27457
N -3.22372 -4.39478 -0.80200
C -4.14986 -4.67041 0.15051
N -4.10929 -3.83450 1.23660
O -4.95292 -5.58738 0.05908
H -2.56066 -3.64534 -0.72559
H -3.20651 -4.98039 -1.61966
H -4.76637 -3.99664 1.97541
H -3.45081 -3.08032 1.31080
N 2.72761 8.10001 -2.35853
C 2.07633 7.47392 -1.33313
N 2.85228 7.02966 -0.31345
O 0.86013 7.31710 -1.33063
H 3.71939 8.23770 -2.38117
H 2.17064 8.43649 -3.12091
H 2.37603 6.55327 0.44381
H 3.84750 7.14003 -0.28211
N -4.01068 -7.87114 -3.66597
C -3.23966 -6.86469 -4.15568
N -2.64816 -7.10124 -5.36290
O -3.09144 -5.81309 -3.54588
H -4.15431 -8.74201 -4.13968
H -4.45831 -7.71546 -2.77856
H -2.07815 -6.37166 -5.74779
H -2.75968 -7.95418 -5.87625
N -4.17277 5.33728 0.97575
C -4.89512 4.55274 1.83465
N -4.17000 3.98370 2.84049
O -6.09477 4.37467 1.70452
H -3.18625 5.49596 1.06123
H -4.67190 5.76894 0.22168
H -4.66408 3.39827 3.48611
H -3.18649 4.11881 2.96514
N 5.94547 -0.33101 -3.12040
C 5.51351 0.76256 -2.43440
N 5.36146 1.89030 -3.19185
O 5.27334 0.73286 -1.23800
H 6.13056 -0.32796 -4.10666
H 6.05072 -1.18055 -2.59930
H 5.03851 2.71634 -2.72676
H 5.53785 1.91694 -4.17862
N 3.98244 -2.25492 -6.13111
C 4.02210 -0.93281 -6.46687
N 3.29986 -0.58783 -7.57373
O 4.65450 -0.11399 -5.82091
H 3.46650 -2.94282 -6.64435
H 4.49337 -2.53725 -5.31574
H 3.30695 0.37783 -7.84263
H 2.77046 -1.24162 -8.11710
N -1.70809 -1.24364 6.65274
C -1.87860 -1.55643 5.33838
N -3.17126 -1.63287 4.91540
O -0.94166 -1.75787 4.57327
H -2.46743 -1.07846 7.28525
H -0.76887 -1.18508 6.99597
H -3.31666 -1.86136 3.95046
H -3.96567 -1.48421 5.50811
N 1.21661 -3.13733 6.43708
C 1.75867 -4.30921 6.88907
N 2.72428 -4.17091 7.85312
O 1.41200 -5.39656 6.46914
H 1.49585 -2.23546 6.77082
H 0.50819 -3.19280 5.72319
H 3.14216 -5.01121 8.20498
H 3.02792 -3.28722 8.21326
N -0.75017 5.46169 -2.73857
C -0.87008 4.25331 -2.12596
N -1.69199 3.35146 -2.75434
O -0.28778 3.98058 -1.08388
H -1.22360 5.69182 -3.59077
H -0.14538 6.15295 -2.29764
H -1.79798 2.44839 -2.32839
H -2.18037 3.54920 -3.60588
```

Properties
maximum force: 1.13 eV Å⁻¹
spin multiplicity: 1
LUMO: -0.0268 hartree
structure (SMILES): O=C(Br)Cc1c([PH2]=S)ccc2c1C(=O)N(Cl)C2=O.NC(N)=O.NC(N)=O.NC(N)=O.NC(N)=O.NC(N)=O.NC(N)=O.NC(N)=O.NC(N)=O.NC(N)=O.NC(N)=O